The following is a quantum chemistry calculation of a single C7H12 molecule in a non-equilibrium geometry, from the OMol25 dataset.

The geometry in XYZ format:
```
19
Properties=species:S:1:pos:R:3
C 2.59340 0.16513 -0.68115
C 1.08696 -0.20098 -0.74846
C 0.24963 0.02540 0.48277
C -0.73059 1.21473 0.73971
C -1.87319 0.23332 0.85540
C -2.06655 -0.54055 -0.37582
C -0.85296 -0.99464 0.33749
H 3.13099 -0.21931 -1.55254
H 3.08073 -0.22903 0.22045
H 2.77104 1.26112 -0.67167
H 0.64546 0.27936 -1.62491
H 0.51059 -1.28976 -0.85993
H 0.80804 -0.18304 1.40504
H -0.78799 1.90056 -0.11358
H -0.54244 1.79211 1.64991
H -2.39740 0.05335 1.78016
H -2.86884 -1.26870 -0.32590
H -1.99080 -0.03380 -1.33437
H -0.76608 -1.96529 0.81740
```

Calculated values
Energy above the lowest of the compared OMol25 structures with the same formula, charge and spin ... 3.111 eV
LUMO ... 1.224 eV

The following is a quantum chemistry calculation of a single C7H12 molecule in a non-equilibrium geometry, from the OMol25 dataset.

The geometry in XYZ format:
```
19
Properties=species:S:1:pos:R:3
C -0.93664 0.63352 -1.89835
C 0.05223 1.09735 -1.09780
C 0.50930 0.20990 -0.00429
C -0.19253 0.89059 1.02076
C -1.71706 0.87648 1.13460
C 0.69393 -1.27498 -0.17681
C 1.70108 -2.00633 0.73984
H -0.89790 -0.39442 -2.25254
H -1.58805 1.30475 -2.43717
H 0.50062 2.02245 -1.44945
H 0.22087 1.11460 2.00800
H -1.91384 0.17652 1.94271
H -2.08549 1.87050 1.41226
H -2.15883 0.52476 0.20712
H 0.91421 -1.46085 -1.22278
H -0.30816 -1.69664 -0.03894
H 1.13345 -2.52453 1.51271
H 2.23660 -2.76890 0.16652
H 2.35950 -1.29480 1.22454
```

Calculated values
Energy above the lowest of the compared OMol25 structures with the same formula, charge and spin ... 5.420 eV
LUMO ... -0.252 eV

The following is a quantum chemistry calculation of a single C7H12 molecule in a non-equilibrium geometry, from the OMol25 dataset.

The geometry in XYZ format:
```
19
Properties=species:S:1:pos:R:3
C 2.34669 0.37881 -0.73498
C 1.06418 -0.45200 -0.71658
C 0.27346 -0.26247 0.57910
C -0.46236 1.09656 0.81339
C -1.76736 0.32263 1.02516
C -1.96696 -0.55494 -0.34016
C -1.07156 -0.99118 0.71502
H 2.89906 0.24451 -1.67164
H 3.01134 0.09409 0.08886
H 2.12558 1.44802 -0.62900
H 0.44775 -0.17822 -1.58226
H 1.30788 -1.51673 -0.84028
H 0.92246 -0.50923 1.42566
H -0.51373 1.77483 -0.04279
H -0.05343 1.65551 1.66790
H -2.76438 0.58642 0.69566
H -2.91707 -1.09796 -0.38137
H -1.66175 -0.08796 -1.26358
H -1.21979 -1.95068 1.19186
```

Calculated values
Energy above the lowest of the compared OMol25 structures with the same formula, charge and spin ... 2.955 eV
LUMO ... 1.190 eV

The following is a quantum chemistry calculation of a single C7H12 molecule in a non-equilibrium geometry, from the OMol25 dataset.

The geometry in XYZ format:
```
19
Properties=species:S:1:pos:R:3
C 2.64686 0.29452 -0.54935
C 1.18131 -0.17300 -0.73094
C 0.22924 -0.07529 0.49035
C -0.67229 1.17922 0.46369
C -1.89669 0.30667 0.64316
C -2.05528 -0.83809 -0.33930
C -1.13719 -0.97968 0.79349
H 3.17172 0.32840 -1.51797
H 3.20690 -0.39000 0.09572
H 2.73028 1.29863 -0.11576
H 0.76251 0.42755 -1.55716
H 1.19080 -1.20575 -1.08041
H 0.50863 -0.54638 1.40528
H -0.65021 1.70206 -0.50380
H -0.53924 1.92830 1.25055
H -2.75772 0.62292 1.21652
H -3.01134 -1.34590 -0.27066
H -1.59107 -0.84589 -1.32104
H -1.31721 -1.68831 1.62763
```

Calculated values
Energy above the lowest of the compared OMol25 structures with the same formula, charge and spin ... 2.713 eV
LUMO ... 1.216 eV

The following is a quantum chemistry calculation of a single C7H12 molecule, from the OMol25 dataset.

The geometry in XYZ format:
```
19
Properties=species:S:1:pos:R:3
C -2.52819 0.30389 0.10523
C -1.23045 -0.47478 -0.02593
C -0.21930 0.01827 -1.09763
C 0.87243 -0.00948 -0.02769
C 2.20421 -0.67831 -0.15519
C 2.11770 0.81096 0.05933
C -0.15874 -0.24899 1.07422
H -3.16852 0.16414 -0.77364
H -2.32377 1.37771 0.20354
H -3.09519 -0.01002 0.98966
H -1.44217 -1.54290 -0.14999
H -0.06844 -0.63914 -1.96100
H -0.44885 1.02821 -1.45966
H 2.50096 -1.03067 -1.14069
H 2.55328 -1.29754 0.66809
H 2.36652 1.46731 -0.77133
H 2.39401 1.19921 1.03726
H -0.35819 0.64938 1.67232
H 0.03270 -1.08724 1.75311
```

Calculated values
Energy above the lowest of the compared OMol25 structures with the same formula, charge and spin ... 1.240 eV
LUMO ... 1.168 eV

The following is a quantum chemistry calculation of a single C7H12 molecule, from the OMol25 dataset.

The geometry in XYZ format:
```
19
Properties=species:S:1:pos:R:3
C 0.48452 -1.39182 2.17375
C 0.29452 -1.12500 0.68391
C -0.79227 -0.08839 0.32270
C -0.40313 0.37552 -1.08433
C -0.85965 1.78334 -1.45613
C 1.12604 0.17251 -1.04106
C 1.53731 -0.89127 -0.11803
H 0.76870 -0.46781 2.69394
H -0.43942 -1.76138 2.63219
H 1.27857 -2.12509 2.33537
H 0.03861 -2.08487 0.18364
H -1.80749 -0.49603 0.38841
H -0.73911 0.76043 1.02096
H -0.81725 -0.32998 -1.82108
H -0.46185 2.52037 -0.74763
H -1.95275 1.87025 -1.44667
H -0.51728 2.06259 -2.45912
H 1.68748 0.33299 -1.97151
H 1.57445 0.88365 -0.28931
```

Calculated values
Energy above the lowest of the compared OMol25 structures with the same formula, charge and spin ... 2.919 eV
LUMO ... 0.835 eV

The following is a quantum chemistry calculation of a single C7H12 molecule in a non-equilibrium geometry, from the OMol25 dataset.

The geometry in XYZ format:
```
19
Properties=species:S:1:pos:R:3
C 1.25357 -0.54365 2.01741
C 1.05161 -0.99412 0.71503
C 1.73731 -2.04781 0.18589
C 0.00825 -0.27127 -0.10376
C -0.53676 1.03918 0.39498
C -1.32105 1.71793 -1.01984
C -1.87092 0.69576 -1.98456
H -1.30445 1.04293 1.18527
H 0.36716 -0.07532 2.40498
H 2.08803 -0.98483 2.43962
H 1.59831 -2.39608 -0.82740
H 2.27180 -2.80114 0.82315
H 0.28814 0.20629 -1.05075
H -0.89548 -0.89889 -0.23965
H 0.18252 1.89837 0.63233
H -2.89994 0.66163 -1.80948
H -0.29111 2.34722 -1.43978
H -1.46204 0.85808 -2.95596
H -1.87502 2.56568 -0.39329
```

Calculated values
Energy above the lowest of the compared OMol25 structures with the same formula, charge and spin ... 8.611 eV
LUMO ... -2.632 eV

The following is a quantum chemistry calculation of a single C7H12 molecule, from the OMol25 dataset.

The geometry in XYZ format:
```
19
Properties=species:S:1:pos:R:3
C -2.51368 0.32998 0.11142
C -1.23300 -0.48127 -0.01021
C -0.24226 -0.05526 -1.13224
C 0.87027 -0.02038 -0.08306
C 2.21370 -0.66378 -0.23693
C 2.10067 0.79166 0.13461
C -0.12531 -0.19770 1.05188
H -3.19750 0.16424 -0.73046
H -2.27992 1.40187 0.13911
H -3.05148 0.08048 1.03327
H -1.45851 -1.55307 -0.05692
H -0.09226 -0.78500 -1.93606
H -0.49099 0.91471 -1.57761
H 2.47370 -0.91204 -1.26593
H 2.60370 -1.36583 0.49472
H 2.44943 1.59259 -0.51313
H 2.17835 0.97353 1.21084
H -0.30036 0.75630 1.57035
H 0.09546 -0.97102 1.79635
```

Calculated values
Energy above the lowest of the compared OMol25 structures with the same formula, charge and spin ... 1.408 eV
LUMO ... 1.159 eV